9
Properties=species:S:1:pos:R:3 method="wB97M-V/def2-TZVPD" relative_energy_kcal_mol=72.91 homo_energy_ev="-9.80 / -9.40" lumo_ev="-3.8 / -3.8" charge=+1 orbital_gap_ev="6.02 / 5.63" e_tot_ha=-614.17570 s_squared=0.75 multiplicity=2
P 0.13459 -1.64737 -0.72857
F 0.89572 -0.39027 0.50175
Cs 4.21026 -5.16031 0.27576
O -0.05974 1.46810 -0.78906
C -1.37006 1.15883 -0.25893
C -0.12577 0.82388 0.40142
H -1.93588 0.40980 -0.81699
H -1.94257 2.01911 0.09241
H 0.19345 1.31822 1.32220